Entry 1:
# C25H70B2ClN6O10PS

A 6-piece molecular cluster, C25H70B2ClN6O10PS overall (ωB97M-V with the def2-TZVPD basis set, OMol25).

Results
Total energy = -90474.118 eV
SMILES = COB(O)B(CCCCS(=O)(=O)Cl)P(N)O.COC[C@@H](C)N.COC[C@@H](C)N.COC[C@@H](C)N.COC[C@@H](C)N.COC[C@@H](C)N
LUMO level = -0.311 eV
HOMO-LUMO gap = 8.234 eV
Net charge = 0
Highest occupied orbital energy = -0.3140 Ha
Energy relative to the best compared isomer or geometry (same formula, charge and spin) = 0.0000 eV

Each line ends with the Mulliken charge.
Geometry (Å):
C -1.46 -2.32 -1.92  -0.0219
O -0.72 -2.97 -2.97  -0.3082
B -0.52 -2.10 -4.03  0.9696
O -1.24 -2.29 -5.19  -0.6802
B 0.55 -0.76 -3.97  -0.5255
C -0.02 0.70 -4.21  -0.4749
C 0.17 1.78 -3.12  -1.1808
C -0.38 1.45 -1.72  0.1680
C 0.72 0.91 -0.79  -1.1004
S 0.13 0.64 0.86  1.0255
O -0.52 1.84 1.32  -0.5624
O -0.51 -0.63 0.98  -0.4587
Cl 1.91 0.50 1.84  -0.2245
P 2.38 -1.15 -3.84  -0.1450
N 2.46 -2.48 -2.78  -0.4229
O 3.20 0.12 -3.14  -0.6094
H -1.96 -3.05 -1.29  0.1222
H -2.22 -1.64 -2.32  0.1617
H -0.77 -1.75 -1.29  -0.0328
H -1.35 -3.23 -5.37  0.2972
H -1.10 0.64 -4.42  0.3043
H 0.44 1.06 -5.14  0.4126
H -0.36 2.67 -3.46  0.4390
H 1.22 2.09 -3.05  0.4828
H -1.25 0.79 -1.75  -0.0876
H -0.73 2.38 -1.26  0.6198
H 1.49 1.68 -0.68  0.7305
H 1.20 -0.01 -1.14  0.2300
H 3.43 -2.71 -2.58  0.2966
H 1.98 -2.37 -1.89  0.1824
H 2.66 0.67 -2.57  0.3434
C 4.66 2.84 6.14  -1.5291
C 5.53 2.82 4.89  0.7089
C 5.54 4.12 4.09  -0.5103
O 4.37 4.37 3.33  -0.4312
C 3.27 4.87 4.05  -0.6596
N 5.15 1.66 4.07  -0.6222
H 3.60 2.71 5.89  0.2957
H 4.94 2.03 6.80  0.3710
H 4.76 3.78 6.68  0.3574
H 6.57 2.67 5.22  0.1179
H 6.35 4.06 3.36  0.1281
H 5.76 4.98 4.74  0.4441
H 3.59 5.56 4.84  0.3090
H 2.67 4.07 4.49  0.2279
H 2.64 5.42 3.34  0.2747
H 5.82 1.56 3.31  0.2779
H 4.28 1.89 3.61  0.2213
C -6.86 1.72 -0.81  -1.3925
C -5.64 2.03 -1.68  0.2735
C -4.98 0.80 -2.31  -0.2642
O -4.21 0.01 -1.43  -0.1517
C -4.94 -0.86 -0.58  -0.7232
N -4.70 2.86 -0.92  -0.7136
H -6.56 1.37 0.17  0.3141
H -7.45 2.62 -0.67  0.3790
H -7.49 0.96 -1.27  0.2560
H -5.99 2.64 -2.53  0.4603
H -4.28 1.15 -3.07  0.3343
H -5.73 0.18 -2.82  -0.0676
H -5.82 -1.27 -1.10  0.3034
H -5.26 -0.37 0.34  0.2403
H -4.28 -1.68 -0.32  0.1569
H -3.96 3.19 -1.52  0.2638
H -4.24 2.26 -0.24  0.3307
C -9.58 -1.78 -6.47  -1.4213
C -8.38 -0.97 -5.98  0.3269
C -7.54 -1.68 -4.91  -0.6256
O -8.12 -1.70 -3.61  -0.2960
C -9.12 -2.67 -3.40  -0.7734
N -8.83 0.36 -5.57  -0.7144
H -10.41 -1.71 -5.77  0.2981
H -9.93 -1.38 -7.42  0.3615
H -9.32 -2.83 -6.62  0.3378
H -7.70 -0.84 -6.84  0.3842
H -6.61 -1.12 -4.79  0.2572
H -7.27 -2.69 -5.22  0.4266
H -8.89 -3.60 -3.94  0.3548
H -10.11 -2.32 -3.71  0.2381
H -9.15 -2.88 -2.34  0.2513
H -8.03 0.95 -5.38  0.2529
H -9.31 0.26 -4.67  0.3213
C 11.95 4.48 4.84  -1.4010
C 10.75 4.83 5.71  0.3533
C 9.79 3.66 5.97  -0.8482
O 8.97 3.30 4.87  -0.1476
C 9.58 2.52 3.87  -0.8083
N 10.07 5.99 5.14  -0.7118
H 11.68 4.45 3.78  0.2981
H 12.72 5.23 4.96  0.3529
H 12.37 3.51 5.11  0.3442
H 11.13 5.12 6.69  0.3922
H 9.09 3.96 6.76  0.3419
H 10.34 2.78 6.33  0.4370
H 10.30 1.81 4.30  0.3700
H 10.09 3.14 3.12  0.2609
H 8.80 1.96 3.37  0.2242
H 9.36 6.33 5.78  0.2707
H 9.56 5.69 4.31  0.3024
C -2.30 -6.56 -0.51  -1.5429
C -1.13 -5.75 0.03  0.6912
C -0.23 -6.51 1.02  -0.8087
O -0.78 -6.70 2.31  -0.3863
C -1.72 -7.75 2.42  -0.6431
N -1.64 -4.49 0.59  -0.4781
H -3.12 -6.61 0.20  0.3125
H -2.69 -6.08 -1.41  0.3377
H -2.00 -7.58 -0.77  0.3754
H -0.49 -5.49 -0.82  0.1838
H 0.67 -5.92 1.17  0.3366
H 0.08 -7.48 0.59  0.4720
H -1.44 -8.60 1.79  0.2968
H -2.73 -7.43 2.17  0.2161
H -1.71 -8.07 3.47  0.2633
H -0.86 -3.88 0.82  0.1651
H -2.08 -4.69 1.48  0.2662



Entry 2:
# C16H15AuClTe

C16H15AuClTe as an isolated structure at a distorted geometry (ωB97M-V with the def2-TZVPD basis set, OMol25).

Results
Total energy = -40341.377 eV
LUMO level (alpha / beta) = 2.793 / 1.378 eV
HOMO-LUMO gap (alpha / beta) = 6.403 / 5.166 eV
Net charge = -1
Highest occupied orbital energy (alpha / beta) = -0.1327 / -0.1392 Ha
Spin multiplicity = 3

Each line ends with the Löwdin spin population.
Geometry (Å):
C -2.29 -0.89 -1.39  -0.0129
C -1.75 -1.02 -2.71  0.2200
C -1.59 0.26 -3.27  0.0241
H -1.60 -1.96 -3.24  0.0126
C -1.98 1.23 -2.34  0.2038
C -2.45 0.59 -1.15  0.0573
H -3.02 1.04 -0.34  0.0004
H -2.76 -1.68 -0.78  0.0007
H -1.29 0.46 -4.29  -0.0036
H -2.01 2.30 -2.52  0.0102
Au -0.93 -0.29 0.17  0.1949
Cl 0.47 -2.06 0.55  0.0504
C 2.55 0.26 -1.14  0.3573
C 2.28 1.51 -1.78  0.0813
C 1.93 1.24 -3.14  0.1986
H 2.30 2.48 -1.28  -0.0016
C 1.97 -0.17 -3.34  0.2723
C 2.33 -0.78 -2.09  0.0224
H 2.41 -1.85 -1.89  -0.0048
H 2.78 0.12 -0.09  0.0151
H 1.63 1.99 -3.87  0.0074
H 1.74 -0.71 -4.26  0.0127
Te -0.06 2.02 1.14  0.2417
C -0.05 0.78 2.82  0.0138
C -1.29 0.40 3.40  0.0082
C -1.26 -0.58 4.39  -0.0013
C -0.05 -1.17 4.78  0.0106
C 1.15 -0.82 4.13  -0.0015
C 1.17 0.16 3.13  0.0094
H -2.21 0.83 2.99  0.0001
H -2.19 -0.90 4.85  -0.0003
H -0.03 -1.89 5.60  0.0008
H 2.07 -1.32 4.40  -0.0003
H 2.05 0.42 2.53  0.0002



Entry 3:
# C36H53N4OP2Pb

C36H53N4OP2Pb as an isolated structure at a distorted geometry (ωB97M-V with the def2-TZVPD basis set, OMol25).

Results
Total energy = -70001.457 eV
LUMO level = -8.818 eV
HOMO-LUMO gap = 6.867 eV
Net charge = +3
Highest occupied orbital energy = -0.5764 Ha
Energy relative to the best compared isomer or geometry (same formula, charge and spin) = 0.0000 eV

Each line ends with the Mulliken charge.
Geometry (Å):
C -1.76 -1.69 -2.09  -0.1706
C 0.56 -1.94 -1.99  -0.8826
C -1.84 -2.64 -3.10  -0.6568
C 0.51 -3.04 -2.84  -0.5942
C -0.70 -3.37 -3.45  -1.0356
H -2.80 -2.78 -3.60  0.5574
H 1.43 -3.57 -3.09  0.5966
H -0.76 -4.14 -4.21  0.4741
N -0.59 -1.40 -1.50  0.8070
P -3.16 -0.44 0.08  0.3341
P 2.97 -0.55 -0.43  0.5694
C -2.98 -0.84 -1.72  -0.9570
H -2.93 0.12 -2.28  0.3790
H -3.89 -1.33 -2.09  0.5604
C 1.82 -1.12 -1.84  -0.3458
H 2.50 -1.40 -2.66  0.6089
C 4.46 0.25 -1.19  1.8709
C 3.24 -1.44 1.16  2.2676
C -3.89 1.30 0.14  1.6348
C -4.24 -1.86 0.68  1.6902
C 4.53 1.72 -0.71  -1.5095
H 4.63 1.80 0.38  0.3256
H 5.42 2.19 -1.15  0.5024
H 3.66 2.30 -1.03  0.2323
C 5.77 -0.48 -0.84  -1.9372
H 6.02 -0.45 0.23  0.3297
H 5.75 -1.52 -1.19  0.4676
H 6.60 0.03 -1.36  0.5038
C 4.38 0.27 -2.73  -1.7122
H 5.26 0.80 -3.13  0.6186
H 4.41 -0.74 -3.15  0.3832
H 3.49 0.79 -3.10  0.2345
C 4.07 -0.54 2.10  -1.3263
H 3.54 0.38 2.35  0.1425
H 4.24 -1.12 3.02  0.5399
H 5.05 -0.28 1.69  0.2910
C 1.98 -1.85 1.94  -1.7253
H 1.51 -1.00 2.46  0.0831
H 1.25 -2.41 1.33  0.2794
H 2.31 -2.54 2.74  0.7903
C 4.01 -2.73 0.80  -1.8435
H 5.00 -2.52 0.39  0.4050
H 4.14 -3.29 1.73  0.5459
H 3.44 -3.34 0.09  0.3805
C -4.83 -1.50 2.06  -1.7033
H -5.37 -2.38 2.44  0.5384
H -4.06 -1.24 2.80  0.2013
H -5.55 -0.68 2.00  0.3309
C -3.32 -3.09 0.80  -1.1668
H -2.87 -3.36 -0.17  0.2359
H -2.52 -2.94 1.54  -0.0191
H -3.94 -3.94 1.13  0.5638
C -5.39 -2.19 -0.28  -1.6620
H -6.06 -2.91 0.23  0.5201
H -6.00 -1.31 -0.54  0.3057
H -5.04 -2.67 -1.20  0.4143
C -3.04 2.26 -0.73  -1.9296
H -3.17 2.07 -1.80  0.3734
H -3.38 3.29 -0.53  0.6128
H -1.96 2.22 -0.49  0.4200
C -3.87 1.80 1.60  -1.6141
H -2.86 1.84 2.02  0.2566
H -4.29 2.82 1.61  0.5375
H -4.49 1.18 2.25  0.3041
C -5.33 1.27 -0.40  -1.7616
H -5.38 0.88 -1.42  0.3409
H -6.00 0.69 0.25  0.3585
H -5.71 2.30 -0.41  0.5096
Pb -0.53 -0.21 0.80  1.8434
C -1.09 -1.84 3.06  0.0083
O -1.17 -2.35 4.08  -0.1467
N 1.80 0.71 -0.41  0.2235
C 1.48 0.26 -1.67  -0.2438
C 0.97 1.10 -2.73  0.3653
C 0.75 2.48 -2.50  -0.2846
C 0.86 0.59 -4.05  -0.1993
C 0.58 3.33 -3.59  -0.9310
H 0.73 2.82 -1.46  0.4996
C 0.72 1.46 -5.13  -0.9384
H 0.87 -0.49 -4.22  0.3439
C 0.58 2.83 -4.90  -0.5748
H 0.44 4.40 -3.42  0.4863
H 0.68 1.06 -6.14  0.5005
H 0.46 3.51 -5.75  0.4671
N 1.27 3.74 6.00  -0.4384
C 0.83 2.91 5.01  0.9674
C 1.45 2.92 3.74  -0.7897
C 0.96 2.07 2.75  -0.4974
N -0.07 1.21 2.97  0.1760
C -0.66 1.19 4.20  -0.5514
C -0.24 2.02 5.23  -0.8449
H 2.03 4.38 5.85  0.2093
H 0.83 3.74 6.91  0.2101
H 2.28 3.58 3.52  0.3952
H 1.40 2.07 1.75  0.3487
H -1.49 0.49 4.34  0.3665
H -0.74 1.98 6.20  0.3529